1.
A structure of composition C48H37N12O9SSbScTe. Source: the Open Molecules 2025 dataset; level of theory: the ωB97M-V functional and the def2-TZVPD basis.

Geometry as XYZ:
```
110
Properties=species:S:1:pos:R:3
Sc 0.36528 0.18987 -0.42372
C -2.20543 -5.67646 5.54091
O -2.50202 -4.30617 5.37192
C -1.56527 -3.40813 5.77696
C -1.83859 -2.07126 5.47733
C -0.94291 -1.08409 5.82228
C 0.24284 -1.41553 6.48301
C 0.47692 -2.73088 6.83254
C -0.40607 -3.74157 6.46401
N 1.21545 -0.45031 6.94913
N 1.58955 0.50987 6.25814
C 1.19106 0.65150 4.88303
C 0.62050 1.84376 4.52379
C 0.04143 2.04785 3.25477
C 0.08447 1.04426 2.30874
O -0.51707 1.07598 1.14515
C 0.85833 -0.12659 2.61996
N 1.01792 -0.98836 1.58456
C 1.61739 -2.13331 1.79221
C 2.18108 -2.45921 3.04167
C 2.09921 -1.56578 4.07251
C 1.38673 -0.35686 3.89678
H -3.03085 -6.22237 5.09255
H -2.12954 -5.94137 6.59980
H -1.27558 -5.94407 5.03189
H -2.75268 -1.83421 4.94933
H -1.16078 -0.05711 5.56420
H 1.37670 -2.96890 7.38699
H -0.18275 -4.76521 6.72652
H 0.54997 2.61832 5.27869
H -0.47858 2.96835 3.02515
H 1.66376 -2.81438 0.94791
H 2.69678 -3.40232 3.16121
H 2.57574 -1.77806 5.02021
N -1.70325 0.75775 -3.37385
C -0.72764 -0.11121 -3.69265
N -0.82202 -0.66347 -4.89929
C 0.15957 -1.52189 -5.19525
N 0.12383 -2.06778 -6.43775
N 1.14272 -1.88903 -4.39250
C 1.05891 -1.38855 -3.15258
N 0.22922 -0.38430 -2.77214
C 2.20604 -1.66421 -2.26014
C 3.25037 -2.50070 -2.67808
C 4.35978 -2.61924 -1.88386
C 4.43618 -1.88278 -0.69679
C 3.38509 -1.05883 -0.37557
N 2.28376 -0.94340 -1.13763
H -2.35447 0.99211 -4.10235
H -1.60565 1.37288 -2.58893
H -0.50416 -1.66940 -7.11025
H 0.91448 -2.60452 -6.74102
H 3.13841 -3.03305 -3.60953
H 5.17385 -3.26963 -2.17900
H 5.29777 -1.93334 -0.04624
H 3.41000 -0.43737 0.50848
O 3.91212 6.17057 -3.67219
N 4.50975 5.66007 -2.74410
O 5.63139 5.96742 -2.38897
C 3.83028 4.60068 -2.00018
C 2.55234 4.24212 -2.35272
C 1.92913 3.23136 -1.64691
C 2.54447 2.48953 -0.56964
O 2.00367 1.52458 0.00191
C 3.86278 2.99082 -0.23817
C 4.48143 3.99103 -0.93328
N 4.63186 2.42661 0.89686
O 5.73570 2.90027 1.10050
O 4.19154 1.45518 1.46792
N 0.55197 2.96843 -2.02784
O 0.05279 3.60584 -2.92024
O -0.10529 2.14065 -1.38358
H 2.04183 4.74048 -3.16200
H 5.47328 4.30607 -0.64824
S -1.26592 -1.78361 -0.36525
Sb -3.77175 0.69644 -0.24520
C -4.57836 0.00102 -2.12841
C -4.04448 -1.16826 -2.67224
C -4.50931 -1.66111 -3.88318
C -5.51227 -0.99306 -4.57293
C -6.05424 0.16636 -4.03761
C -5.58985 0.65814 -2.82208
C -4.67487 2.65964 -0.41322
C -5.54022 3.29876 0.47143
C -5.95768 4.60764 0.25522
C -5.50717 5.31326 -0.84912
C -4.62024 4.70578 -1.72783
C -4.21003 3.40082 -1.50233
C -5.20556 -0.47463 0.84492
C -6.39628 -0.05861 1.43121
C -7.21829 -0.96310 2.09463
C -6.85729 -2.29813 2.18500
C -5.66962 -2.72567 1.60751
C -4.84986 -1.82216 0.94749
H -3.23089 -1.68071 -2.16831
H -4.06588 -2.56064 -4.29229
H -5.86728 -1.37251 -5.52358
H -6.84267 0.69250 -4.56334
H -6.03406 1.56267 -2.42333
H -5.88309 2.79575 1.36533
H -6.63512 5.07692 0.95865
H -5.83426 6.33135 -1.01944
H -4.24410 5.24871 -2.58636
H -3.51465 2.95016 -2.20530
H -6.72117 0.96948 1.36018
H -8.14518 -0.61929 2.53827
H -7.49669 -3.00244 2.70301
H -5.37223 -3.76492 1.67410
H -3.91412 -2.17180 0.52068
Te -0.23262 -3.54123 -1.63099
```

The energy relative to the best compared isomer or geometry (same formula, charge and spin) is 29.5 kcal/mol. As for the multiplicity: 1. The charge is -1. The value obtained for the calculated total energy is -132050.846 eV. Its HOMO-LUMO gap is 4.0 eV.

Results of the Löwdin charge analysis, in e, for atoms 1 through 8:
1. Sc 0.716
2. C -0.090
3. O -0.079
4. C -0.279
5. C 0.021
6. C -0.013
7. C -0.288
8. C -0.042

=====

2.
A cluster of 2 separate species, C2H5N3O3 in total. Source: the Open Molecules 2025 dataset; level of theory: the ωB97M-V functional and the def2-TZVPD basis.

Geometry as XYZ:
```
13
Properties=species:S:1:pos:R:3
C 0.02792 0.30860 -0.11704
C 1.03017 -0.36333 1.76600
H -0.25184 -2.06463 -0.28526
H -1.60550 -2.05040 -1.27015
H 0.13053 2.37693 -0.09337
H -1.25672 1.60147 -1.82285
H 0.83305 -0.49246 2.93457
N -1.08756 -1.55840 -0.44463
N -0.55990 -0.35415 -0.97337
N 0.51306 1.52395 -0.45083
O 0.18035 1.77139 -1.76187
O -0.02829 0.26550 1.23877
O 2.07473 -0.96449 1.28002
```

The energy relative to the best compared isomer or geometry (same formula, charge and spin) is 148.6 kcal/mol. As for the multiplicity: 1. The value obtained for the calculated total energy is -12761.159 eV. Its HOMO-LUMO gap is 9.2 eV.

Results of the Löwdin charge analysis, in e, for atoms 1 through 8:
1. C -0.520
2. C -0.245
3. H 0.055
4. H 0.128
5. H 0.141
6. H 0.301
7. H 0.177
8. N 0.024

=====

3.
A structure of composition C6H14AgF3N2O2Pt2. Source: the Open Molecules 2025 dataset; level of theory: the ωB97M-V functional and the def2-TZVPD basis.

Geometry as XYZ:
```
30
Properties=species:S:1:pos:R:3
Ag 1.26816 2.39753 -3.62771
Pt 3.24098 -0.58475 -3.10799
Pt 1.95191 0.85106 -0.30523
F 3.74034 0.34720 -1.11525
F 1.33196 0.18030 -2.28675
F 2.03611 2.78365 -1.28196
C 1.18821 -2.26539 0.03088
O 1.33801 -1.16161 0.56681
N 0.69795 -3.34723 0.65496
C 0.20732 -4.51357 -0.17694
C 0.68428 -3.48876 2.11975
H 1.35108 -2.37913 -1.04783
H 0.48812 -5.45246 0.29117
H 0.68448 -4.51358 -1.15409
H -0.84688 -4.24463 -0.20965
H 0.90491 -2.54011 2.59730
H -0.23195 -4.02560 2.36069
H 1.48093 -4.18801 2.39349
C -0.99293 1.85502 -0.40149
O -0.04007 1.24630 0.11963
N -1.68170 2.82507 0.16814
C -2.79387 3.53500 -0.44953
C -1.41055 3.30410 1.50449
H -1.32613 1.60820 -1.41735
H -2.60970 4.57584 -0.18274
H -3.74553 3.12722 -0.10753
H -2.96028 3.67607 -1.52190
H -2.21033 3.93568 1.87714
H -1.19685 2.47805 2.18125
H -0.54798 3.97854 1.52826
```

As for the multiplicity: 5. The charge is +2. The value obtained for the calculated total energy is -32146.163 eV. Its HOMO-LUMO gap (alpha / beta) is 7.5 / 5.3 eV. Its expectation value of S² is 6.032.

Results of the Löwdin charge analysis, in e, for atoms 1 through 8:
1. Ag 0.856
2. Pt 0.819
3. Pt 1.664
4. F -0.584
5. F -0.633
6. F -0.562
7. C -0.280
8. O -0.130

=====

4.
The molecule C20H23N3O5S. Source: the Open Molecules 2025 dataset; level of theory: the ωB97M-V functional and the def2-TZVPD basis.

Geometry as XYZ:
```
52
Properties=species:S:1:pos:R:3
C -1.53737 -2.81844 2.69085
C -1.18432 -2.33793 1.31646
C -1.18877 -3.19853 0.22994
C -0.86756 -2.74800 -1.04578
C -0.53622 -1.41452 -1.22511
C -0.55263 -0.53265 -0.14959
C -0.87025 -0.99805 1.11879
H -0.86930 -0.33562 1.96959
N -0.22574 0.82084 -0.40051
S -1.30071 1.65654 -1.38843
O -1.55699 0.88940 -2.56589
O -0.77065 2.97930 -1.54221
C -2.77580 1.73864 -0.41927
C -3.16903 2.74940 0.42045
O -4.32941 2.40257 0.98773
N -4.71226 1.18003 0.53587
C -3.80583 0.75911 -0.30286
C -3.89767 -0.54216 -1.00094
H -3.41243 -1.31717 -0.40869
H -4.94146 -0.81233 -1.13372
H -3.39112 -0.47524 -1.96024
C -2.56056 4.05730 0.74630
H -2.14044 4.04178 1.75162
H -3.32233 4.83356 0.71559
H -1.77598 4.27176 0.02601
C 0.26918 1.62138 0.69616
C 1.51189 0.99799 1.33680
O 1.71762 1.04857 2.52890
N 2.33137 0.41167 0.44790
H 2.07344 0.41606 -0.52713
C 3.58375 -0.21404 0.82555
C 4.72790 0.37084 0.06750
C 5.40733 -0.07589 -1.02896
C 6.36876 0.91863 -1.33207
C 6.19580 1.89560 -0.40199
O 5.20759 1.57436 0.44567
H 6.69543 2.83034 -0.24280
H 7.08311 0.90345 -2.12899
H 5.24952 -0.99864 -1.54880
H 3.53469 -1.29127 0.63635
H 3.70127 -0.03242 1.89772
H 0.54029 2.59137 0.27106
H -0.47835 1.78971 1.48217
H -0.28765 -1.03917 -2.20387
C -0.85662 -3.69762 -2.20432
H 0.05455 -4.29602 -2.18970
H -0.89637 -3.15649 -3.14554
H -1.70310 -4.37888 -2.15066
H -1.44091 -4.23916 0.37587
H -0.81787 -2.44949 3.41893
H -2.52124 -2.44621 2.97672
H -1.55654 -3.90427 2.73160
```

The energy relative to the best compared isomer or geometry (same formula, charge and spin) is 68.6 kcal/mol. As for the SMILES: Cc1cc(C)cc(N(CC(=O)NCc2ccco2)S(=O)(=O)c2c(C)noc2C)c1. As for the multiplicity: 1. The value obtained for the calculated total energy is -46655.066 eV. Its HOMO-LUMO gap is 9.4 eV.

Results of the Löwdin charge analysis, in e, for atoms 1 through 8:
1. C -0.040
2. C -0.260
3. C -0.010
4. C -0.262
5. C 0.001
6. C -0.268
7. C 0.023
8. H 0.125

=====

5.
A structure of composition C11H9GaNO9SbSe4. Source: the Open Molecules 2025 dataset; level of theory: the ωB97M-V functional and the def2-TZVPD basis.

Geometry as XYZ:
```
36
Properties=species:S:1:pos:R:3
Ga -0.06624 -0.25462 -2.06971
O 1.44341 2.35007 1.15551
C 1.32367 1.63725 0.03626
O 0.21724 1.31741 -0.44614
C 2.77812 1.45033 -0.48961
O 2.91413 0.83851 -1.78667
C 3.24186 -0.55790 -1.94324
C 2.47768 -1.59774 -1.16242
O 3.07028 -2.45150 -0.49697
O 1.14913 -1.47297 -1.24510
H 0.57580 2.52812 1.58417
H 3.29308 0.88579 0.27813
H 3.26762 2.40925 -0.54987
H 4.33715 -0.68473 -1.77671
H 3.05068 -0.76343 -3.02736
Se 0.65060 -0.20984 -7.37271
Sb -1.18607 0.25731 -5.73112
Se 0.07361 -2.38962 -4.13514
Se 0.29470 1.32569 -3.89256
Se -1.37082 -2.55444 -5.89373
O -3.32469 0.56656 -0.83976
C -2.32539 0.01085 -0.41960
O -1.53499 -0.83893 -1.18268
C -2.01532 -0.00160 1.04569
C -2.98354 0.62192 1.90061
C -2.91949 0.49763 3.25417
C -1.81256 -0.13378 3.79359
C -0.79742 -0.68942 3.00183
C -0.95828 -0.67810 1.63684
N -1.73750 -0.25609 5.21300
O -0.69541 -0.74167 5.68567
O -2.70718 0.03746 5.97326
H -3.87757 1.05095 1.48781
H -3.72128 0.87946 3.87061
H 0.07205 -1.14959 3.48993
H -0.19706 -1.23862 1.05405
```

The energy relative to the best compared isomer or geometry (same formula, charge and spin) is 9.6 kcal/mol. As for the multiplicity: 1. The charge is -2. The value obtained for the calculated total energy is -351771.224 eV. Its HOMO-LUMO gap is 2.2 eV.

Results of the Löwdin charge analysis, in e, for atoms 1 through 8:
1. Ga -0.021
2. O 0.117
3. C -0.376
4. O 0.034
5. C -0.067
6. O -0.170
7. C -0.114
8. C -0.550

=====

Please write out number 5 again, unchanged.
A structure of composition C11H9GaNO9SbSe4. Source: the Open Molecules 2025 dataset; level of theory: the ωB97M-V functional and the def2-TZVPD basis.

Geometry as XYZ:
```
36
Properties=species:S:1:pos:R:3
Ga -0.06624 -0.25462 -2.06971
O 1.44341 2.35007 1.15551
C 1.32367 1.63725 0.03626
O 0.21724 1.31741 -0.44614
C 2.77812 1.45033 -0.48961
O 2.91413 0.83851 -1.78667
C 3.24186 -0.55790 -1.94324
C 2.47768 -1.59774 -1.16242
O 3.07028 -2.45150 -0.49697
O 1.14913 -1.47297 -1.24510
H 0.57580 2.52812 1.58417
H 3.29308 0.88579 0.27813
H 3.26762 2.40925 -0.54987
H 4.33715 -0.68473 -1.77671
H 3.05068 -0.76343 -3.02736
Se 0.65060 -0.20984 -7.37271
Sb -1.18607 0.25731 -5.73112
Se 0.07361 -2.38962 -4.13514
Se 0.29470 1.32569 -3.89256
Se -1.37082 -2.55444 -5.89373
O -3.32469 0.56656 -0.83976
C -2.32539 0.01085 -0.41960
O -1.53499 -0.83893 -1.18268
C -2.01532 -0.00160 1.04569
C -2.98354 0.62192 1.90061
C -2.91949 0.49763 3.25417
C -1.81256 -0.13378 3.79359
C -0.79742 -0.68942 3.00183
C -0.95828 -0.67810 1.63684
N -1.73750 -0.25609 5.21300
O -0.69541 -0.74167 5.68567
O -2.70718 0.03746 5.97326
H -3.87757 1.05095 1.48781
H -3.72128 0.87946 3.87061
H 0.07205 -1.14959 3.48993
H -0.19706 -1.23862 1.05405
```

The energy relative to the best compared isomer or geometry (same formula, charge and spin) is 9.6 kcal/mol. As for the multiplicity: 1. The charge is -2. The value obtained for the calculated total energy is -351771.224 eV. Its HOMO-LUMO gap is 2.2 eV.

Results of the Löwdin charge analysis, in e, for atoms 1 through 8:
1. Ga -0.021
2. O 0.117
3. C -0.376
4. O 0.034
5. C -0.067
6. O -0.170
7. C -0.114
8. C -0.550

=====

> The highest multiplicity belongs to which entry?

C6H14AgF3N2O2Pt2

=====

> multiplicity of number 4 (C20H23N3O5S)?

1